No. 1
Density functional theory data (the ωB97M-V functional and the def2-TZVPD basis) for a molecular structure, C51H108F9FeN12O27S3 in a non-equilibrium geometry.

As for the HOMO-LUMO gap (alpha / beta): 9.45 / 7.39 eV. The expectation value of S² is 8.756. Its multiplicity is 6. The calculation puts the total energy at -8053.99302 Eh.

CARTESIAN COORDINATES (ANGSTROEM)
1 C -1.09646 1.99929 3.44516
2 H 5.93295 1.48803 3.97719
3 H 4.40916 -6.08651 -1.21182
4 H 4.06129 -1.20199 5.26259
5 H -4.49807 1.62344 -4.42010
6 C -4.64070 -1.01430 3.53413
7 H -3.47104 5.75554 -3.44545
8 H -4.66634 -3.82930 -0.56380
9 H 0.79274 -9.35737 2.36922
10 H -0.23857 4.14116 -3.34229
11 C -6.13067 -0.71268 3.29726
12 H -6.39196 -0.41916 2.27390
13 O -3.67865 3.43207 -4.44815
14 C -1.73366 -5.03182 -1.91663
15 O -0.34754 6.69680 -3.44652
16 C 0.64353 5.13622 0.42459
17 H 2.53656 3.80035 -5.82134
18 H -0.35909 -4.47888 -3.43767
19 H -6.92118 1.29533 3.87895
20 C 1.70210 1.61418 -4.81022
21 H 2.26786 -3.06439 0.19676
22 S 3.76389 4.61406 4.24589
23 O -4.91713 4.97801 0.04391
24 H 3.63632 -2.26350 1.93695
25 O 5.79143 1.17162 1.69263
26 O 3.36777 0.52380 3.55840
27 H -3.97460 4.42875 2.52108
28 C 4.65177 5.61456 2.92122
29 S 0.58565 -1.01686 -1.24473
30 H 2.40580 -8.67124 2.10771
31 H 2.08170 -2.14835 -3.85359
32 F -1.23077 0.87245 -0.62840
33 H 3.76393 3.60618 -1.47746
34 O 1.36409 3.59042 2.06002
35 H -1.80674 3.58323 -6.64893
36 C 3.92586 4.40919 -2.21617
37 O 0.13364 -1.94129 -0.19191
38 N -6.55586 -1.70424 -0.26487
39 C -2.83423 3.04140 -6.65518
40 H 0.90017 0.85851 -5.13121
41 C 0.27625 -2.61319 3.75021
42 O 1.65408 -0.21109 -0.74434
43 H 3.64748 -3.05593 -0.80201
44 H -6.32369 3.65336 -0.58190
45 H -2.33347 -5.83206 -3.90793
46 N 2.08768 -2.21121 -4.82412
47 F -2.02799 -0.64659 -1.87561
48 H -6.88773 0.14854 5.22375
49 H -6.86648 -1.49327 3.55838
50 N 2.87590 2.98990 -6.35876
51 H -4.78509 1.99903 4.56591
52 O 3.85200 3.23741 3.58791
53 C 3.58765 -6.05646 -0.46383
54 O 1.05538 -1.89274 4.37254
55 O 3.68041 -4.15368 1.05257
56 H -2.22908 -6.97964 -2.52321
57 H -3.91592 4.88758 -5.91404
58 F -0.64059 0.83424 -2.70012
59 H -2.77158 7.14037 -2.68433
60 H -3.20917 0.92211 -6.33690
61 H -2.84265 7.02247 -4.52253
62 H -3.69805 -3.02792 0.68332
63 H -4.87827 3.40504 -6.03080
64 H 2.50812 -0.22251 7.23077
65 O 0.80691 -1.61936 -2.50497
66 C 1.43719 -2.82155 -7.04858
67 C 2.50776 -5.00286 -0.84066
68 H -2.46938 -2.38581 -4.00414
69 H 7.78624 2.36665 7.61089
70 C -6.09088 4.13369 0.36598
71 O -3.82423 -1.13891 -4.93770
72 H 1.47690 -1.83316 -7.49789
73 C -3.54822 2.03055 -4.49511
74 N 6.52032 1.97365 4.62842
75 H -1.95686 4.00666 -3.81463
76 C 0.79746 -7.07943 2.08204
77 C -0.90229 0.06113 -1.66171
78 F 4.02355 5.42302 1.78665
79 N -1.16481 4.55439 -3.50805
80 H -4.59944 -1.79246 4.35551
81 H 5.26072 -5.46773 1.03511
82 H -6.89767 -0.90398 -0.73606
83 O 0.72717 0.93649 2.28076
84 C -0.85550 -3.30934 4.46296
85 H -1.73384 1.43744 -5.69273
86 H 0.09867 -5.74982 3.67688
87 H 2.44133 -4.92248 -1.87748
88 H -4.75754 0.57414 5.74950
89 H -5.38528 -3.62466 1.00077
90 H 6.97357 2.79234 4.29735
91 H 0.14592 5.59387 1.30508
92 H -1.54671 -2.63403 4.90313
93 H -5.04442 -3.93706 -4.19226
94 C 4.16052 -5.51832 0.93957
95 O 1.76879 -6.78824 4.19934
96 F 4.33925 1.38751 -1.80286
97 H -0.40803 -3.85128 5.30808
98 N 1.05322 2.79737 -0.10143
99 C -2.79752 1.75212 -5.83503
100 N -0.79383 -4.32224 -2.51845
101 O 6.05869 0.69091 6.34916
102 C 1.03325 3.72476 0.81230
103 H 1.05601 -2.34004 1.84257
104 H -2.34399 0.19710 2.12709
105 C 2.66960 1.72350 -5.94456
106 S 4.82921 1.82652 0.84226
107 H -4.21939 -1.48190 2.65697
108 H 3.20148 6.49967 -3.52635
109 H 2.45896 -1.41366 -5.29016
110 H 3.48777 3.17693 -7.15708
111 H -3.74933 3.25369 -0.37232
112 H 4.21800 5.30544 -1.70316
113 C -4.96338 -3.18417 -4.98870
114 H 4.07286 1.36694 6.99006
115 H 3.71719 -6.05047 1.82385
116 O -3.98441 0.15643 3.89733
117 O 0.53011 -3.88715 -5.08048
118 H -0.20305 -3.67957 -2.00757
119 H 1.30834 -6.81122 1.15871
120 H -0.06236 5.10483 -0.37742
121 O 4.54575 4.63742 5.46830
122 H 0.88945 3.10367 -1.03987
123 O 1.65107 3.89825 -2.79490
124 C -4.16818 3.62038 1.81285
125 C -3.80359 4.08001 0.38000
126 C 4.60407 -1.27944 4.28999
127 F 6.30578 0.73619 -1.09742
128 C 2.62029 4.67492 -2.87405
129 C -3.62294 -3.33184 -5.69274
130 H -0.42034 -3.24415 1.95140
131 H 0.69578 -8.50208 4.59195
132 H -1.49349 2.72270 2.72493
133 H 0.51576 -3.24259 -7.47213
134 C 1.41555 -8.44058 2.52290
135 H -5.82986 -3.40949 -5.69262
136 H 4.65137 4.15398 -3.03341
137 N 2.40440 5.86302 -3.40046
138 H -3.19807 -4.28440 -5.35013
139 F 4.53538 -0.31584 -0.49819
140 H -2.85380 4.57853 0.27684
141 C 3.05672 -3.73126 -0.19271
142 C -5.67728 3.33677 1.56826
143 H 4.18755 2.44256 5.63996
144 C -0.51798 0.96822 2.52689
145 H 1.16261 2.57158 -4.78551
146 H -6.92031 4.81846 0.48770
147 H -0.77878 -0.64654 1.47412
148 H 5.46750 -0.64438 4.26636
149 C 7.34451 2.76907 6.70583
150 F 5.89652 5.19578 2.74013
151 H 1.52891 -5.25844 -0.29439
152 C -1.31065 5.92815 -3.49595
153 H -3.64886 2.70836 2.15349
154 N 3.61306 1.82757 6.21258
155 C -3.90629 3.79524 -5.83599
156 C 1.61931 -8.13492 4.08069
157 H 1.32017 1.85576 0.12567
158 O 1.75987 1.93349 4.86244
159 O 5.02825 3.21274 0.46367
160 H 2.16027 1.38807 -3.85366
161 H -3.05937 1.75360 -3.55677
162 C 1.04121 -6.07860 3.20122
163 C 4.94927 0.88088 -0.72120
164 H 8.13737 3.29648 6.06117
165 C 1.86648 0.23341 6.47287
166 N 0.35565 -2.80634 2.39630
167 H -6.21501 3.71496 2.47845
168 H 1.55762 5.76178 0.32122
169 H -1.31086 -4.08385 3.83930
170 H -7.20046 -2.46684 -0.09184
171 O 3.20659 0.74717 -6.51372
172 H 1.65322 -5.22557 2.96537
173 H 1.47189 6.18378 -3.65323
174 H 6.57150 3.60847 6.97500
175 C 2.45255 1.42780 5.80855
176 H 3.08461 -0.66352 1.36383
177 C -4.92008 0.90549 4.70253
178 H -5.10750 -1.73136 -3.29183
179 H -1.94109 1.53906 3.97299
180 H -2.07175 -1.72294 -5.56641
181 C -2.84823 -2.17131 -5.01377
182 O 2.43192 5.13698 4.27208
183 H -3.58930 -5.87280 -2.65137
184 C -4.71946 -3.10349 0.25124
185 H -3.11028 2.90875 -7.70149
186 O -1.98549 -4.96444 -0.71120
187 N -1.31537 0.12757 1.92858
188 F 4.68126 6.91545 3.21110
189 H -3.75253 -3.20980 -6.75356
190 C -5.06063 -1.72963 -4.41522
191 H -5.79642 2.30266 1.48465
192 O 3.41468 1.60887 1.21737
193 C 3.70259 -0.64892 3.27229
194 H 1.49697 -0.47383 5.75053
195 C -6.37091 0.45883 4.30917
196 H 2.31149 -3.35293 -7.46393
197 C -2.53402 -5.96102 -2.84010
198 H -5.96147 -1.06626 -4.74445
199 H 0.90851 0.59888 6.90810
200 H 4.82212 -2.35080 4.06697
201 C -2.72936 6.50220 -3.57933
202 N 3.32629 -1.29910 2.13884
203 C 6.66507 1.67792 5.91952
204 C -5.19729 -1.80908 -0.18084
205 H -0.21150 -7.15509 1.89226
206 H 2.42544 -8.71444 4.56855
207 Fe 2.34202 2.11067 2.90393
208 H 3.05673 -7.04708 -0.41113
209 C 1.28628 -3.02666 -5.54331
210 O -4.39796 -0.94346 -0.49671
211 H -0.34722 2.44925 4.02778

Atom charges from the Mulliken analysis, given in e for atoms 1 to 99: C -0.9808; H -0.3590; H 0.3551; H 0.1345; H 0.3547; C 0.0781; H 0.2589; H 0.3262; H 0.3693; H -0.3409; C -0.3457; H 0.1128; O -0.5287; C 0.7823; O -0.7840; C -1.4772; H 0.1553; H 0.4039; H 0.2449; C 0.8386; H -1.0988; S 1.3901; O -0.5166; H -0.0239; O -0.8132; O 1.4605; H 0.3143; C 0.6405; S 0.4402; H 0.2052; H 0.1849; F -0.0516; H -0.3921; O -0.5830; H 0.1931; C -0.7906; O -0.5082; N -0.3367; C -0.5905; H -0.0217; C 0.7111; O -1.3042; H 0.2313; H 0.2417; H 0.2530; N -0.1805; F -0.0552; H 0.2811; H 0.4229; N -0.3260; H 0.2682; O -0.3468; C -0.7112; O -0.7773; O -0.5789; H 0.3035; H 0.3138; F 0.2172; H 0.3685; H 0.5222; H 0.2789; H -0.0789; H 0.4124; H 0.4296; O 0.6444; C -1.2158; C 0.0257; H -0.1913; H 0.3865; C -0.6366; O -0.1895; H 0.3598; C -0.2343; N 0.0427; H 0.0121; C 0.1070; C -0.5324; F -0.1855; N 0.7237; H 0.2285; H 0.3564; H 0.2612; O 1.4394; C -1.8030; H -0.4309; H -0.1913; H 0.4605; H 0.3664; H 0.4222; H 0.1756; H 0.4567; H 0.3479; H 0.2476; C -0.4381; O -0.4531; F -0.2212; H 0.4144; N 1.9659; C 0.2778

---

No. 2
Density functional theory data (the ωB97M-V functional and the def2-TZVPD basis) for 5 unconnected molecules or ions with the total composition C51H116F6N2OP3 in a non-equilibrium geometry.

As for the HOMO-LUMO gap (alpha / beta): 9.16 / 2.40 eV. The expectation value of S² is 0.754. Its multiplicity is 2. The calculation puts the total energy at -3819.46549 Eh. The total charge is +4.

CARTESIAN COORDINATES (ANGSTROEM)
1 H 12.41764 7.60416 24.66075
2 C 11.25666 13.06586 21.77636
3 H 3.20856 1.38156 24.89898
4 H 9.05130 3.03821 21.46323
5 H 9.76922 10.16593 18.62614
6 H 6.54174 3.23637 25.16493
7 H 8.84682 11.16451 28.50876
8 H 3.88111 5.32554 18.63840
9 H 5.20369 13.08185 23.02715
10 C 4.16015 1.99707 26.65751
11 F 5.90772 8.53843 23.14062
12 H 4.68363 10.90743 20.99253
13 H 11.60231 6.15373 24.46151
14 H 0.61691 7.25040 20.55648
15 H 4.53346 9.26769 28.73214
16 H 9.98932 9.65893 25.93507
17 H -0.60490 12.83225 18.48672
18 H 7.59053 14.16844 26.31213
19 H 10.90410 13.72400 20.98222
20 H 2.24626 4.91352 24.44532
21 H 5.52574 6.99842 17.79124
22 C 12.23077 8.21301 21.65119
23 H 2.86089 2.45172 22.25573
24 H 7.26579 11.86636 25.17393
25 H 3.01461 0.33454 27.22238
26 C 2.59245 9.06281 19.83591
27 C 4.08723 9.55020 27.77864
28 C 3.91631 2.70947 22.16771
29 H 5.40701 9.46602 16.07198
30 C 5.11778 9.78705 18.10864
31 H -0.94554 5.98417 19.29414
32 H 4.77745 5.45782 23.45318
33 H 4.94845 1.36193 26.25343
34 F 7.15359 6.56955 22.76075
35 H 7.41556 10.30308 28.71078
36 H 7.00237 9.79092 24.80858
37 H 6.81298 3.94649 22.72013
38 H -0.39172 6.73241 17.72097
39 H 6.14418 8.43277 27.34214
40 C 3.60693 3.27251 19.54276
41 H 1.61323 8.26526 25.05578
42 C 3.97545 1.09903 29.03957
43 C 4.52206 6.44978 15.95130
44 N 8.06906 10.59084 26.57817
45 H 8.66412 3.81866 24.44971
46 H 2.91070 6.57390 22.82746
47 H 5.79126 10.64180 18.17152
48 H 10.72963 13.25369 22.71180
49 H 8.30923 8.18155 28.20572
50 C 8.61200 3.13105 23.60557
51 P 3.64302 10.36964 19.06724
52 F 5.50677 7.19825 21.32344
53 H 3.27803 8.54491 20.50662
54 H 9.22086 8.88340 29.36002
55 C 2.45772 11.28319 18.02869
56 C 11.13561 9.01335 17.42830
57 H 5.77648 12.62392 19.83092
58 H 3.12441 11.73656 21.04476
59 H 11.25156 11.02488 18.14991
60 H 1.97451 9.49746 20.62160
61 H 12.32650 13.20569 21.93126
62 H 2.32770 10.77502 17.07320
63 C 9.04701 8.97965 28.28830
64 H 3.89504 4.75775 21.08493
65 H 4.40976 6.77890 14.91825
66 C 4.86311 8.95259 16.86485
67 C 8.10080 13.29665 26.72166
68 H 9.98154 8.74550 27.77846
69 H 6.26484 1.61231 24.52830
70 H 2.39455 7.10253 18.81530
71 H 1.68550 8.41797 17.90653
72 H 10.31034 9.09484 20.85989
73 C 7.32915 11.93603 26.25985
74 C 3.05031 5.59522 24.72259
75 H 6.36751 7.61133 16.53016
76 N 11.75705 9.71964 19.67786
77 H 13.04930 7.60761 21.26179
78 C 7.18696 3.01870 23.15307
79 C 10.84418 10.06752 18.47486
80 H 5.09620 5.53402 16.09216
81 H 4.56978 2.91169 27.08621
82 H 7.78715 8.51890 25.69701
83 H 13.68997 8.69172 19.49484
84 H 9.06504 2.19839 23.94171
85 C 4.71970 12.82905 20.00193
86 C 0.09709 12.29096 17.85243
87 H 2.42882 2.92428 25.28544
88 H 10.86373 7.86117 19.79026
89 H 3.69928 14.38518 21.27783
90 C 11.41013 7.47512 22.73444
91 C 11.99589 11.06862 20.45268
92 C 13.00854 9.31712 18.91811
93 H 3.68777 2.19378 19.40895
94 C 5.32999 7.50854 16.84808
95 C 1.14723 11.64887 18.81810
96 H -0.05907 10.80960 16.24079
97 H 9.16344 13.30543 26.47916
98 C 5.95357 9.09591 26.49833
99 C 10.85773 11.61850 21.28085
100 H 1.28197 8.26973 23.34411
101 H 5.03921 0.90674 28.89974
102 H 13.19496 8.22841 16.89014
103 C -0.10302 6.30081 18.67933
104 H 5.40197 8.50356 25.76828
105 C 1.55879 7.62306 24.17674
106 C 7.25814 9.46439 25.81658
107 H 10.68200 8.21860 23.05873
108 H 2.28032 1.73781 27.81523
109 H 13.36735 10.24518 18.47306
110 H 0.62660 5.51223 18.49520
111 H 5.16400 14.74349 20.50999
112 H 10.44234 3.39667 22.56015
113 H 8.13237 13.34286 27.81022
114 H 12.47101 7.50917 18.22246
115 H 2.80014 12.31443 17.94272
116 H 4.95273 4.05815 17.96654
117 H 0.96562 10.71880 19.35671
118 H 2.53334 3.33894 19.71905
119 C 1.86836 8.05171 18.91672
120 H 12.87775 10.89622 21.06968
121 H 6.05724 14.57993 22.67616
122 H 6.41856 13.03498 21.88354
123 H 3.48272 6.26823 16.22501
124 H 5.58371 9.12777 18.84100
125 H 10.93839 6.62182 22.24714
126 H 10.40599 8.21184 17.54376
127 H 4.44513 13.16313 19.00138
128 F 7.78555 7.34841 20.88105
129 H 10.03173 11.38024 26.28748
130 H 3.45119 0.39833 29.68940
131 C 3.95990 4.27437 18.36106
132 C 8.33105 10.28673 28.11942
133 C 2.85716 6.93383 23.85493
134 C 3.37412 2.38178 25.29930
135 H 3.36189 4.08414 17.46983
136 H 9.93456 11.47511 20.71933
137 C 4.40068 5.02757 24.38109
138 H 3.92610 1.98939 29.66642
139 C 12.20274 6.86260 23.89133
140 H 0.71232 6.95167 24.32103
141 H 5.11440 5.37300 25.12899
142 F 6.52312 9.20711 21.06551
143 H -0.11623 8.40281 19.48193
144 H 9.25129 10.75692 24.75322
145 H 3.82948 8.89152 16.52429
146 P 6.80667 7.89916 21.92767
147 H 2.84176 5.79801 25.77307
148 H 3.32879 10.32048 27.91843
149 H 13.07305 6.24442 23.67110
150 H 5.25711 3.83827 20.77695
151 H 6.31534 11.94845 26.66003
152 H 3.65503 8.61215 27.43025
153 H 7.14888 2.31389 22.32247
154 C 6.20765 2.67494 24.29241
155 F 8.03439 8.60036 22.67667
156 O 5.09494 10.07781 26.95305
157 H 12.43328 11.80652 19.78016
158 C -0.74561 11.31209 16.92217
159 C 12.55564 8.48095 17.73608
160 C 5.61741 13.69119 22.22364
161 C 9.37685 3.53549 22.37692
162 C 0.48325 7.49270 19.50220
163 C 4.67347 13.94452 21.06599
164 H 0.46523 13.09272 17.21231
165 H -1.23510 10.46048 17.39468
166 P 4.45004 3.21115 24.00297
167 H 4.43147 1.81372 21.82083
168 H 3.69814 7.61393 23.99032
169 C 4.18220 3.72026 20.91387
170 C 11.21308 8.57944 20.53198
171 H 10.73949 11.09966 22.23213
172 C 9.44326 10.59446 25.81381
173 H 1.50681 12.32068 19.59750
174 H 9.32913 4.61327 22.22129
175 C 3.99431 11.52942 20.42149
176 H 12.70354 9.03948 22.18182
177 H 11.14386 9.28427 16.37254
178 H -1.45943 11.80713 16.26375
179 C 3.26356 1.28112 27.70207

Atom charges from the Mulliken analysis, given in e for atoms 1 to 99: H 0.3552; C -1.3445; H 0.5202; H 0.3796; H 0.2766; H 0.5067; H 0.5505; H -0.1524; H 0.1987; C -0.4815; F -0.4965; H 0.2794; H 0.3638; H 0.2671; H 0.3517; H 0.4416; H 0.3998; H 0.4241; H 0.3814; H 0.6477; H 0.0607; C -0.8133; H 0.6150; H 0.3432; H 0.3478; C -1.1964; C -0.4764; C -1.3431; H 0.5312; C -0.3472; H 0.4262; H -0.8126; H 0.3061; F -0.4320; H 0.3784; H 0.2260; H -0.2677; H 0.3371; H 0.5932; C -1.0915; H 0.2689; C -1.2883; C -1.3706; N 0.3326; H 0.4215; H -0.2600; H 0.8043; H 0.3203; H 0.2623; C -0.6282; P 0.5469; F -0.2638; H 0.1859; H 0.4355; C -1.2725; C -0.5167; H 0.2923; H 0.7409; H 0.4439; H 1.0818; H 0.4159; H 0.7566; C -1.0214; H -0.2624; H 0.4767; C -1.0999; C -1.2498; H 0.3088; H 0.6276; H -0.6166; H 0.6031; H -0.0427; C -0.3180; C -1.3211; H 0.4448; N 0.4274; H 0.5958; C -0.1538; C -0.6630; H 0.4002; H 0.3653; H 0.5104; H 0.3341; H 0.3774; C -0.8278; C -0.7434; H 0.6139; H 0.6658; H 0.4578; C 0.4022; C -1.3508; C -0.6251; H 0.5497; C -0.3060; C -0.2903; H 0.2848; H 0.3322; C -0.5152; C 0.2772